No. 1
15
Properties=species:S:1:pos:R:3:forces:R:3:mulliken_charge:R:1 method="wB97M-V/def2-TZVPD" e_above_lowest_kcal_mol=107.8 energy_ev=-8290.320
C -1.915 0.221 -0.400 0.0 0.0 -0.1 -0.962
C -1.091 -0.710 0.473 -0.2 0.1 0.3 -0.632
N 0.261 -0.161 0.614 0.2 0.2 0.0 0.218
C 1.057 -0.823 -0.352 0.1 0.2 0.2 -0.386
C 2.110 0.139 -0.589 0.0 0.0 0.0 -0.192
N 1.989 1.185 0.216 0.0 -0.3 -0.1 -0.568
C 0.846 0.974 0.932 -0.2 -0.1 0.0 -0.131
H -2.900 -0.219 -0.589 0.2 0.1 0.0 0.321
H -2.073 1.216 0.060 0.0 -0.2 -0.1 0.278
H -1.438 0.386 -1.376 -0.1 0.0 0.1 0.287
H -0.040 -1.291 -0.787 0.0 0.0 0.0 0.406
H -1.548 -0.852 1.459 0.0 0.0 -0.2 0.221
H 1.395 -1.803 0.007 0.0 0.1 -0.1 0.319
H 2.930 0.049 -1.294 -0.1 0.1 0.2 0.409
H 0.418 1.690 1.625 0.1 -0.1 -0.2 0.413



No. 2
14
Properties=species:S:1:pos:R:3:forces:R:3:mulliken_charge:R:1 method="wB97M-V/def2-TZVPD" smiles="C=C(O)[C@@H](C)C#N" e_above_lowest_kcal_mol=29.3 energy_ev=-8834.932
C 0.107 -1.509 -1.294 0.1 0.0 0.1 -1.126
C -0.068 -0.265 -0.848 0.1 -0.3 0.0 0.367
O -0.663 0.655 -1.656 0.0 0.0 -0.1 -0.488
C 0.453 0.338 0.443 0.0 -0.1 0.0 0.871
C -0.459 1.353 1.146 -0.1 0.0 0.0 -1.322
C 0.855 -0.741 1.357 0.2 -0.7 0.6 0.035
N 1.153 -1.591 2.080 -0.3 0.8 -0.6 -0.459
H 0.048 -1.669 -2.368 -0.5 -0.2 0.2 0.275
H 0.338 -2.358 -0.671 0.4 0.2 0.1 0.298
H -1.110 0.095 -2.309 0.0 0.6 -0.1 0.341
H 1.376 0.866 0.159 -0.1 -0.1 0.0 0.150
H -1.378 0.881 1.501 0.1 0.0 -0.1 0.334
H 0.062 1.786 2.005 -0.1 -0.1 -0.1 0.377
H -0.716 2.159 0.455 0.0 -0.2 0.1 0.347



No. 3
60
Properties=species:S:1:pos:R:3:forces:R:3:mulliken_charge:R:1 method="wB97M-V/def2-TZVPD" energy_ev=-131200.260 total_charge=+3
Os 0.367 0.382 -0.136 0.4 0.0 0.1 3.250
C 4.457 -1.094 0.529 0.0 0.0 0.0 -1.844
C 3.085 -0.528 0.623 0.0 0.0 0.1 1.176
N 2.393 -0.141 -0.391 0.0 0.0 -0.1 0.256
N 2.942 -0.226 -1.648 -0.1 0.0 -0.1 -0.694
C 2.343 0.477 -2.626 0.0 0.1 0.1 0.714
N 2.903 0.566 -3.812 0.1 0.0 0.0 -0.375
S 0.858 1.244 -2.277 0.3 0.1 0.0 -0.444
C 2.416 -0.260 1.899 0.0 -0.2 -0.1 0.594
C 2.971 -0.475 3.141 0.0 0.0 0.0 -0.899
C 2.237 -0.131 4.274 0.0 0.0 0.0 -0.630
C 0.976 0.415 4.121 0.0 0.0 0.0 -1.047
C 0.477 0.617 2.844 0.1 0.0 -0.1 0.045
N 1.184 0.285 1.759 0.1 0.1 0.1 -0.039
H 4.552 -1.803 -0.295 0.0 0.0 0.0 0.563
H 4.724 -1.635 1.432 0.0 0.0 0.0 0.521
H 5.187 -0.288 0.395 0.0 0.0 0.0 0.299
H 3.894 -0.555 -1.733 0.0 0.0 0.0 0.244
H 3.798 0.150 -4.030 0.0 0.0 0.0 0.213
H 2.454 1.089 -4.551 0.0 0.0 0.0 0.261
H 3.963 -0.891 3.242 0.0 0.0 0.0 0.428
H 2.655 -0.289 5.259 0.0 0.0 0.0 0.497
H 0.374 0.694 4.974 0.0 0.0 0.0 0.494
H -0.499 1.046 2.675 0.0 0.0 0.0 0.523
I 3.351 2.959 0.117 -0.1 -0.2 0.0 0.248
C 1.321 3.444 0.264 0.0 0.1 0.1 0.326
C 1.140 4.812 0.429 -0.1 0.0 0.0 -0.658
C -0.128 5.341 0.583 0.0 -0.2 0.0 -0.499
C -1.191 4.454 0.576 0.1 0.1 0.0 -0.880
C -0.938 3.114 0.407 -0.2 -0.2 -0.1 -0.250
N 0.293 2.565 0.248 0.0 0.0 -0.2 0.164
H 2.005 5.458 0.437 0.0 0.0 0.0 0.453
H -0.273 6.406 0.706 0.0 0.0 0.0 0.463
H -2.214 4.782 0.691 0.0 0.0 0.0 0.519
H -1.776 2.439 0.401 0.1 0.0 0.0 0.555
C -0.109 -5.187 -0.894 0.0 0.0 0.1 -1.034
N 0.192 -3.928 -0.214 -0.1 0.0 -0.1 -0.235
C 0.081 -2.729 -0.770 0.1 0.1 0.0 0.410
N -0.227 -2.630 -2.068 0.0 0.0 0.1 -0.214
O 0.340 -1.709 -0.035 -0.1 0.2 0.2 -0.917
H 0.068 -6.000 -0.196 0.0 0.0 0.0 0.333
H 0.545 -5.330 -1.754 0.0 0.0 0.0 0.340
H -1.155 -5.228 -1.200 0.0 0.0 0.0 0.355
H 0.413 -3.937 0.767 0.0 0.0 0.0 0.288
H -0.494 -3.455 -2.582 0.0 0.0 0.0 0.258
H -0.520 -1.737 -2.428 -0.1 0.1 0.0 0.195
Br -6.321 0.174 -3.554 0.0 0.0 0.0 -0.104
C -5.491 -0.080 -1.891 0.0 0.0 0.0 -0.333
C -6.248 -0.439 -0.778 0.0 0.0 0.0 -0.294
C -5.647 -0.620 0.462 0.0 0.0 0.0 -0.848
C -4.286 -0.435 0.610 -0.1 0.1 0.0 -0.476
C -3.533 -0.088 -0.516 0.1 0.0 -0.1 0.379
C -4.125 0.088 -1.772 0.0 -0.1 0.0 -0.383
C -2.114 0.104 -0.398 0.5 -0.2 -0.1 0.667
O -1.272 0.025 -1.377 -0.7 0.1 0.1 -0.867
O -1.493 0.408 0.695 -0.2 -0.3 0.0 -0.963
H -7.316 -0.575 -0.885 0.0 0.0 0.0 0.456
H -6.253 -0.905 1.311 0.0 0.0 0.0 0.453
H -3.808 -0.570 1.571 0.0 0.0 0.0 0.472
H -3.530 0.362 -2.633 0.0 0.0 0.0 0.516



No. 4
13
Properties=species:S:1:pos:R:3:forces:R:3:mulliken_charge:R:1 method="wB97M-V/def2-TZVPD" e_above_lowest_kcal_mol=79.2 energy_ev=-17030.134 total_charge=+1
C -1.274 0.911 -0.050 -0.4 -0.1 0.9 -0.065
C -2.733 0.789 -0.050 -1.2 0.4 3.6 -0.556
C 2.897 -1.159 0.040 -4.5 -1.0 -0.1 -0.072
N -0.882 -0.316 0.047 1.2 0.6 -0.3 -0.493
N 1.876 -0.394 -0.190 6.1 -0.8 0.5 -0.050
S -2.440 -1.041 -0.025 -0.4 0.7 0.0 0.000
H -0.755 1.862 0.085 0.6 -0.5 -0.3 0.329
H -3.283 1.246 -0.802 -0.9 0.4 -1.9 0.353
H 2.881 -2.208 0.210 -1.3 -0.9 0.1 0.282
H 3.844 -0.886 0.183 3.7 2.4 -0.2 0.308
H 0.938 -0.613 -0.057 -3.5 -0.9 -0.1 0.400
H -3.244 1.265 0.942 1.4 -1.5 -2.0 0.278
H 2.176 0.545 -0.334 -0.5 1.1 -0.1 0.286



Copy entry 2 word for word.
14
Properties=species:S:1:pos:R:3:forces:R:3:mulliken_charge:R:1 method="wB97M-V/def2-TZVPD" smiles="C=C(O)[C@@H](C)C#N" e_above_lowest_kcal_mol=29.3 energy_ev=-8834.932
C 0.107 -1.509 -1.294 0.1 0.0 0.1 -1.126
C -0.068 -0.265 -0.848 0.1 -0.3 0.0 0.367
O -0.663 0.655 -1.656 0.0 0.0 -0.1 -0.488
C 0.453 0.338 0.443 0.0 -0.1 0.0 0.871
C -0.459 1.353 1.146 -0.1 0.0 0.0 -1.322
C 0.855 -0.741 1.357 0.2 -0.7 0.6 0.035
N 1.153 -1.591 2.080 -0.3 0.8 -0.6 -0.459
H 0.048 -1.669 -2.368 -0.5 -0.2 0.2 0.275
H 0.338 -2.358 -0.671 0.4 0.2 0.1 0.298
H -1.110 0.095 -2.309 0.0 0.6 -0.1 0.341
H 1.376 0.866 0.159 -0.1 -0.1 0.0 0.150
H -1.378 0.881 1.501 0.1 0.0 -0.1 0.334
H 0.062 1.786 2.005 -0.1 -0.1 -0.1 0.377
H -0.716 2.159 0.455 0.0 -0.2 0.1 0.347